1.
{"formula": "C4H7N2", "method": "ωB97M-V with the def2-TZVPD basis set", "homo_ev": [-14.77, -14.77], "charge": 1, "symbols": ["N", "N", "C", "C", "C", "C", "H", "H", "H", "H", "H", "H", "H"], "coordinates": [[1.14917, 0.56946, 1.37744], [0.31691, -0.20621, 0.47926], [0.42282, 0.63650, -0.48850], [-0.84488, -1.84134, 1.44631], [-0.33249, 0.70277, -1.78502], [1.41271, 1.36145, 0.42796], [-0.40878, -0.40136, -2.07472], [-1.30478, 1.18644, -1.67843], [0.39159, 1.25323, -2.40639], [-0.25997, -2.61877, 1.06492], [-1.85459, -1.74431, 1.08410], [1.87112, 2.32168, 0.28223], [-0.55883, -1.21955, 2.27085]], "atomic_forces_ev_per_a": [[1.71, 0.92, 1.45], [-2.82, -2.94, -0.59], [-1.66, -1.27, -0.20], [0.62, 3.39, -1.21], [2.00, -1.34, 0.75], [-0.38, 1.26, -0.66], [-0.20, 1.63, -0.06], [0.17, 0.01, -0.09], [-0.89, -0.22, -0.54], [0.93, -1.13, -0.16], [-0.18, 0.10, -0.15], [0.66, 0.12, 0.66], [0.03, -0.53, 0.79]]}

2.
{"formula": "C4H7N2O", "method": "ωB97M-V with the def2-TZVPD basis set", "homo_ev": -14.72, "charge": 1, "smiles": "[NH3+][C@@H]1C=CC(=O)N1", "symbols": ["O", "N", "N", "C", "C", "C", "C", "H", "H", "H", "H", "H", "H", "H"], "coordinates": [[-2.96147, -0.58297, 0.13794], [-0.64916, -0.90021, -0.34786], [1.68701, -0.60225, 0.51183], [-1.90199, -0.08551, -0.02698], [0.05586, 1.20945, -0.23635], [-1.22683, 1.24381, 0.15362], [0.48770, -0.21232, -0.58664], [1.23860, -1.53879, 0.80508], [1.59258, 0.12001, 1.19237], [2.48684, -0.56449, -0.05590], [0.72390, 1.95009, -0.16444], [-1.77167, 2.10922, 0.59466], [-0.56525, -1.90484, -0.30825], [0.80386, -0.24121, -1.66906]], "atomic_forces_ev_per_a": [[0.39, 0.82, -0.27], [-1.89, -1.77, 0.63], [-4.61, -1.61, -1.65], [2.74, -1.67, 0.60], [-2.92, -2.69, 0.56], [-0.48, 1.24, -0.08], [-0.19, 2.72, -0.71], [1.99, 1.67, -0.09], [0.38, 0.34, 0.98], [1.93, -0.55, -0.19], [2.28, 2.88, 0.04], [0.54, -0.76, -0.66], [-1.05, -0.14, -0.47], [0.88, -0.48, 1.31]]}

3.
{"formula": "C4H7N2O", "method": "ωB97M-V with the def2-TZVPD basis set", "homo_ev": [-15.03, -15.03], "charge": 1, "smiles": "O=[N+]1CC=NCC1", "symbols": ["O", "N", "N", "C", "C", "C", "C", "H", "H", "H", "H", "H", "H", "H"], "coordinates": [[1.19201, 0.72572, 1.11906], [-0.64880, -1.05273, 0.72440], [0.85262, 0.62694, -0.04075], [1.06559, -0.55562, -0.71020], [-1.20303, 0.19669, 0.61814], [0.23442, -1.58675, 0.13800], [-0.33177, 1.25767, -0.26719], [-0.42504, 2.18401, 0.20775], [2.13497, -0.91502, -0.70317], [-1.34821, 0.70506, 1.61625], [-0.49928, 1.16569, -1.27876], [0.37039, -2.63664, 0.27896], [-2.23654, 0.39478, 0.11840], [0.84266, -0.50980, -1.82088]], "atomic_forces_ev_per_a": [[2.51, 0.01, 0.17], [-5.80, 0.71, 2.50], [0.81, 1.35, 2.69], [3.41, -2.80, -3.31], [-3.10, 2.36, 0.50], [1.96, -0.31, -1.72], [-0.45, -0.91, -0.35], [-0.05, 1.41, 0.42], [-0.91, 0.72, 0.52], [0.68, -0.71, -0.83], [-1.21, 0.44, -2.17], [0.96, -0.66, -0.56], [1.49, -1.66, 0.73], [-0.31, 0.03, 1.43]]}

4.
{"formula": "C4H7N2O", "method": "ωB97M-V with the def2-TZVPD basis set", "homo_ev": -15.52, "charge": 1, "smiles": "C1CN2[NH+]=C2CO1", "symbols": ["O", "N", "N", "C", "C", "C", "C", "H", "H", "H", "H", "H", "H", "H"], "coordinates": [[-0.75892, -1.19088, -0.68871], [0.50266, 0.11727, 1.20060], [2.00394, 0.40230, 1.09082], [-1.24163, 0.14240, -0.43842], [0.53629, -1.18018, -1.01703], [1.22044, -0.34241, 0.26044], [-0.84986, 0.70218, 0.92527], [-0.97801, 0.64016, -1.40763], [-2.26183, -0.14726, -0.37085], [0.99739, -2.14902, -1.11346], [2.39520, 1.21303, 0.69167], [-0.73809, 1.84778, 1.13612], [0.72606, -0.47622, -1.92169], [-1.55364, 0.42085, 1.65287]], "atomic_forces_ev_per_a": [[0.00, -0.52, 1.18], [-1.45, -0.19, 0.47], [0.63, -1.65, 0.53], [-0.65, -0.56, -1.60], [2.19, 3.16, -0.27], [-0.73, -2.00, -1.05], [2.00, 2.56, -0.52], [-0.45, 0.65, 1.26], [-1.29, 0.94, -0.30], [0.09, -0.28, 0.02], [0.25, 1.97, -0.89], [-0.27, -1.88, -1.20], [0.11, -1.28, 1.16], [-0.44, -0.92, 1.20]]}

5.
{"formula": "C4H7N2P", "method": "ωB97M-V with the def2-TZVPD basis set", "homo_ev": -7.21, "symbols": ["P", "N", "N", "C", "C", "C", "C", "H", "H", "H", "H", "H", "H", "H"], "coordinates": [[-1.59707, 0.27879, 0.72030], [-2.79990, 0.28584, -0.50296], [-0.70189, -1.11491, 0.07162], [0.53363, -1.43769, 0.53048], [1.49444, -0.55300, 0.63030], [0.50006, 1.62934, 0.46017], [1.50608, 0.86005, 0.53589], [-3.49804, 0.87912, -0.24847], [0.73900, -2.41630, 0.79715], [2.40903, -1.03701, 0.90230], [-1.28949, -1.94996, -0.13578], [0.37455, 2.64514, 0.46604], [-2.77807, 0.33002, -1.52211], [2.40067, 1.42437, 0.65118]], "atomic_forces_ev_per_a": [[2.43, 0.25, -1.54], [2.19, -1.21, -0.75], [-3.03, -0.40, -0.02], [-0.50, 1.47, -0.77], [2.30, -0.82, 1.00], [-6.23, -1.98, -0.02], [1.74, -0.39, 0.01], [-2.60, 1.87, 1.19], [0.24, -1.97, 0.11], [0.71, 0.15, 0.30], [0.40, 1.17, 0.38], [0.00, 2.30, -0.11], [0.95, -0.31, 0.34], [1.42, -0.14, -0.11]]}

6.
{"formula": "C4H7N2S", "method": "ωB97M-V with the def2-TZVPD basis set", "homo_ev": [-12.51, -12.51], "charge": 1, "symbols": ["S", "N", "N", "C", "C", "C", "C", "H", "H", "H", "H", "H", "H", "H"], "coordinates": [[2.45238, 1.81793, 2.34856], [0.41691, 2.12952, 0.65473], [0.25197, -0.54597, 0.43918], [-0.64949, 1.75482, 0.12589], [1.43473, 1.54305, 1.18997], [1.58095, -0.16910, -0.17675], [-0.95643, 0.25154, 0.10457], [-1.75995, 0.15594, 0.73034], [2.30690, -0.92797, -0.14908], [1.45075, 0.33747, -1.08387], [0.11455, -1.58406, 0.10426], [-1.22116, 2.59369, -0.31244], [-1.19072, 0.27113, -0.94166], [0.18143, -0.52516, 1.46075]], "atomic_forces_ev_per_a": [[-0.12, -0.26, 0.21], [-0.16, 1.71, -0.18], [-1.10, -3.24, -1.42], [0.56, -0.16, 0.74], [2.47, -1.99, -1.00], [-1.46, 3.55, 3.23], [1.70, 3.23, -2.70], [-2.06, -1.33, 1.51], [0.68, -0.88, 0.48], [-0.35, 0.41, -1.27], [-0.37, 2.23, 1.15], [-0.38, -1.15, -0.12], [-0.54, -1.55, -0.70], [1.12, -0.56, 0.06]]}

Please write out number 6 again, unchanged.
{"formula": "C4H7N2S", "method": "ωB97M-V with the def2-TZVPD basis set", "homo_ev": [-12.51, -12.51], "charge": 1, "symbols": ["S", "N", "N", "C", "C", "C", "C", "H", "H", "H", "H", "H", "H", "H"], "coordinates": [[2.45238, 1.81793, 2.34856], [0.41691, 2.12952, 0.65473], [0.25197, -0.54597, 0.43918], [-0.64949, 1.75482, 0.12589], [1.43473, 1.54305, 1.18997], [1.58095, -0.16910, -0.17675], [-0.95643, 0.25154, 0.10457], [-1.75995, 0.15594, 0.73034], [2.30690, -0.92797, -0.14908], [1.45075, 0.33747, -1.08387], [0.11455, -1.58406, 0.10426], [-1.22116, 2.59369, -0.31244], [-1.19072, 0.27113, -0.94166], [0.18143, -0.52516, 1.46075]], "atomic_forces_ev_per_a": [[-0.12, -0.26, 0.21], [-0.16, 1.71, -0.18], [-1.10, -3.24, -1.42], [0.56, -0.16, 0.74], [2.47, -1.99, -1.00], [-1.46, 3.55, 3.23], [1.70, 3.23, -2.70], [-2.06, -1.33, 1.51], [0.68, -0.88, 0.48], [-0.35, 0.41, -1.27], [-0.37, 2.23, 1.15], [-0.38, -1.15, -0.12], [-0.54, -1.55, -0.70], [1.12, -0.56, 0.06]]}